[1]
Computed, not measured: C2H4S2 in the gas phase at a distorted geometry, with ωB97M-V/def2-TZVPD.

Its total charge is 0. The SMILES is CC(=S)S. For the gap between HOMO and LUMO, the calculation gives 0.3153 Ha. As for the HOMO energy: -8.8 eV.

Positions of all 8 atoms, in Å:
C1 -0.98995 -0.48507 -0.08393
C2 0.46245 -0.09191 0.01081
S1 1.63763 -1.18852 -0.06355
S2 0.78203 1.74600 -0.10407
H1 -1.01992 -1.56702 -0.34992
H2 -1.18352 -0.57168 1.01246
H3 -1.73740 0.15387 -0.51685
H4 2.04868 2.00433 0.09504

=====

[2]
Computed, not measured: C6H12O in the gas phase at a distorted geometry, with ωB97M-V/def2-TZVPD.

Its total charge is 0. The SMILES is CC1(O)CCCC1. For the gap between HOMO and LUMO, the calculation gives 0.3939 Ha. As for the HOMO energy: -9.8 eV.

Positions of all 19 atoms, in Å:
C1 -1.14010 1.72539 -0.30852
C2 -0.40965 0.49321 0.16891
O1 -0.01406 0.72974 1.55558
C3 -0.89924 -0.94481 0.17354
C4 0.45438 -1.72436 0.29135
C5 1.56109 -0.69823 -0.04466
C6 0.81423 0.24024 -0.91779
H1 -2.02485 1.49946 -0.89505
H2 -0.41034 2.22927 -0.93959
H3 -1.38564 2.41782 0.50338
H4 -0.69742 1.23677 2.02284
H5 -1.58294 -1.20866 0.98610
H6 -1.40573 -1.11719 -0.77805
H7 0.62384 -2.05577 1.31496
H8 0.45179 -2.59548 -0.36907
H9 2.51936 -1.08003 -0.38860
H10 1.65873 -0.08277 0.85995
H11 0.63143 -0.18521 -1.91610
H12 1.25513 1.12059 -1.31919

=====

[3]
Computed, not measured: C5H12N2O in the gas phase at a distorted geometry, with ωB97M-V/def2-TZVPD.

Its total charge is 0. The SMILES is [H]/N=C(\C)C[C@H](O)NC. For the gap between HOMO and LUMO, the calculation gives 0.3501 Ha. As for the HOMO energy: -8.5 eV.

Positions of all 20 atoms, in Å:
H1 -1.33860 1.75225 1.45155
N1 -0.71351 0.98527 1.21138
C1 0.25932 1.30697 0.42817
C2 0.38377 2.62826 -0.26917
C3 1.12819 0.21297 -0.03400
C4 0.17821 -0.87832 -0.84313
O1 -0.33661 -0.20834 -1.96804
N2 -0.87252 -1.36646 -0.04273
C5 -0.51991 -2.48086 0.81836
H2 -0.24683 3.38906 0.19074
H3 0.08623 2.49325 -1.31127
H4 1.41868 2.96796 -0.26212
H5 1.52744 -0.35842 0.80199
H6 1.91179 0.55072 -0.70650
H7 0.86950 -1.67460 -1.15851
H8 -1.25564 -0.49403 -2.05103
H9 -1.16534 -0.46260 0.61747
H10 -0.03878 -3.27329 0.23854
H11 -1.43311 -2.88828 1.24975
H12 0.15772 -2.20151 1.63854

=====

[4]
Computed, not measured: 2 unconnected molecules or ions with the total composition C5H10N at a distorted geometry, with ωB97M-V/def2-TZVPD.

As for the multiplicity: 3. Its total charge is +1. For the gap between HOMO and LUMO (spin up / spin down), the calculation gives 0.2308 / 0.2784 Ha. As for the HOMO energy (spin up / spin down): -10.3 / -15.3 eV.

Positions of all 16 atoms, in Å:
C1 -0.51775 -0.79903 -0.78178
C2 -1.43472 -0.33492 0.26910
C3 -1.22155 -1.65416 0.16211
C4 -2.06715 0.91503 0.74721
C5 2.11881 -0.01357 -0.64475
N1 2.31786 0.70186 0.46962
H1 -0.67500 -0.49638 -1.78893
H2 -1.26237 -2.72315 0.44849
H3 -2.09515 1.09197 1.80818
H4 -3.15350 0.93651 0.49569
H5 -1.58391 1.79149 0.16925
H6 0.66317 -0.71574 -0.59248
H7 1.71811 0.46875 -1.51468
H8 2.63481 -1.00856 -0.84419
H9 1.74024 1.54798 0.37208
H10 2.81810 0.29191 1.22509

=====

[5]
Computed, not measured: C5H8N2 in the gas phase at a distorted geometry, with ωB97M-V/def2-TZVPD.

Its total charge is 0. The SMILES is C[C@H]1[C@@H](C#N)N1C. For the gap between HOMO and LUMO, the calculation gives 0.3659 Ha. As for the HOMO energy: -9.1 eV.

Positions of all 15 atoms, in Å:
C1 -2.01648 0.16429 0.07129
C2 -0.81529 -0.44067 -0.61964
C3 0.41788 0.31669 -1.00082
C4 0.67132 1.60109 -0.36379
N1 1.00185 2.53100 0.24195
N2 0.51479 -0.81666 -0.10981
C5 1.61469 -0.82491 0.96881
H1 -1.74381 0.98178 0.73894
H2 -2.73412 0.54945 -0.67069
H3 -2.53838 -0.61577 0.63364
H4 -1.13870 -1.12293 -1.42123
H5 0.82619 0.24988 -2.01338
H6 2.37216 -1.27710 0.34705
H7 1.63054 -1.46559 1.87223
H8 1.93736 0.16943 1.32544

=====

[6]
Computed, not measured: C6H13N in the gas phase at a distorted geometry, with ωB97M-V/def2-TZVPD.

Its total charge is 0. The SMILES is CCC(=CN)CC. For the gap between HOMO and LUMO, the calculation gives 0.3023 Ha. As for the HOMO energy: -7.4 eV.

Positions of all 20 atoms, in Å:
C1 0.91936 -2.39473 0.49451
C2 1.10420 -0.81896 0.47175
C3 -0.08872 0.09880 0.11024
C4 -1.13940 -0.27240 -0.60195
N1 -2.40051 -0.18980 0.15863
C5 0.19133 1.56465 0.21125
C6 1.16760 1.98199 -0.84711
H1 0.07329 -2.53704 1.12193
H2 1.85890 -2.87357 1.04219
H3 0.73839 -2.79892 -0.46896
H4 1.98905 -0.61064 -0.07557
H5 1.50334 -0.55446 1.55918
H6 -0.90250 -1.12991 -1.39717
H7 -3.10046 0.01483 -0.62099
H8 -2.22271 0.69570 0.67750
H9 0.37538 1.82270 1.30978
H10 -0.80272 2.02744 0.08567
H11 2.00189 1.28740 -0.92031
H12 0.65918 2.02186 -1.70365
H13 1.70636 3.00700 -0.75211

=====

[7]
Computed, not measured: a molecular structure, C23H19Cl3FeGeIN4O3 at a distorted geometry, with ωB97M-V/def2-TZVPD.

As for the multiplicity: 5. Its total charge is +1. For the gap between HOMO and LUMO (spin up / spin down), the calculation gives 0.1962 / 0.2234 Ha. As for the HOMO energy (spin up / spin down): -10.9 / -11.0 eV.

Positions of all 55 atoms, in Å:
Fe1 0.19953 0.72706 0.32708
C1 4.76052 0.49994 0.49090
C2 4.05800 -0.82664 0.65355
N1 4.78395 -1.91090 0.78639
C3 4.22583 -3.16581 0.79647
C4 2.87254 -3.33555 0.75316
C5 2.33726 -4.74809 0.68791
O1 1.46445 -5.07772 1.78415
C6 2.07685 -2.18777 0.60319
C7 0.63919 -2.36934 0.44990
N2 -0.24537 -1.39719 0.44535
C8 -1.62135 -1.84043 0.37811
C9 -2.05050 -2.67740 -0.66828
C10 -3.36445 -2.95913 -0.87375
C11 -4.33762 -2.53375 0.01976
C12 -3.93122 -1.68205 1.06193
C13 -2.59949 -1.34542 1.23463
I1 -2.05834 -0.04408 2.74178
C14 2.64706 -0.93472 0.56298
O2 1.97995 0.19259 0.34875
H1 5.74312 0.36497 0.95570
H2 4.20843 1.30826 0.96159
H3 4.87326 0.78339 -0.54527
H4 4.95848 -3.98474 0.83395
H5 3.13086 -5.48189 0.55879
H6 1.74980 -4.88984 -0.22598
H7 1.92625 -5.10506 2.59975
H8 0.27153 -3.39801 0.49364
H9 -1.31012 -3.04905 -1.40495
H10 -3.58015 -3.58631 -1.74136
H11 -5.37298 -2.69080 -0.12571
H12 -4.56544 -1.31515 1.81673
O3 0.27754 2.37375 1.08649
C15 -0.17605 3.52786 0.68198
C16 0.56665 4.68072 1.00679
C17 0.34371 5.84955 0.37189
C18 -0.71734 5.97993 -0.53079
C19 -1.57154 4.87246 -0.77860
C20 -1.26224 3.64611 -0.15714
C21 -2.00488 2.43192 -0.49928
N3 -1.60405 1.21354 -0.72298
C22 -2.72633 0.50482 -1.13129
C23 -3.80241 1.34144 -1.15886
N4 -3.36618 2.54234 -0.71197
H13 1.43615 4.63400 1.69780
H14 1.04759 6.64653 0.54539
H15 -0.88347 6.90772 -1.03991
H16 -2.40916 4.92395 -1.50231
H17 -2.65023 -0.50062 -1.43782
H18 -4.81062 1.07818 -1.40666
H19 -3.90279 3.42247 -0.60936
Cl1 2.80711 -0.31328 -2.80908
Ge1 1.07073 0.60350 -2.14047
Cl2 0.95498 2.73264 -2.29881
Cl3 -0.48701 -0.43889 -3.21589

=====

[8]
Computed, not measured: a molecular structure, C49H40BKN2O3P2S, with ωB97M-V/def2-TZVPD.

Its total charge is -2. For the gap between HOMO and LUMO, the calculation gives 0.2137 Ha. As for the HOMO energy: -1.8 eV.

Positions of all 99 atoms, in Å:
K1 -0.36286 1.00984 -0.72278
O1 -2.03211 -1.63371 1.99466
C1 -0.98907 -2.20540 2.63606
C2 -0.91084 -3.56144 2.94777
C3 0.20156 -4.03972 3.61996
C4 1.23695 -3.19147 3.98799
C5 1.15454 -1.84213 3.67482
C6 0.05140 -1.33203 3.00028
P1 -0.18108 0.41222 2.51266
C7 1.31919 1.17917 3.23451
C8 2.47941 1.10865 2.46030
C9 3.66799 1.66145 2.91132
C10 3.70604 2.31364 4.13775
C11 2.55422 2.40326 4.90701
C12 1.36684 1.83561 4.46112
C13 -1.49533 0.94677 3.67272
C14 -2.30047 2.01803 3.29911
C15 -3.31857 2.45228 4.14199
C16 -3.54242 1.81871 5.35256
C17 -2.74532 0.74059 5.72819
C18 -1.72985 0.30658 4.89186
C19 -3.20040 -2.42337 1.75394
C20 -4.16669 -2.32102 2.74614
C21 -5.34517 -3.03810 2.59393
C22 -5.51045 -3.81821 1.45417
C23 -4.50828 -3.85701 0.48721
C24 -3.29047 -3.15908 0.58047
P2 -1.45211 -2.14623 -1.26939
C25 -0.28704 -3.38956 -0.60416
C26 0.97614 -2.93083 -0.22194
C27 1.87717 -3.78175 0.39564
C28 1.53708 -5.11149 0.61177
C29 0.28977 -5.57683 0.22302
C30 -0.62860 -4.71557 -0.36709
C31 -2.56333 -3.04150 -2.41676
C32 -3.90570 -2.66605 -2.44116
C33 -4.78601 -3.26673 -3.32859
C34 -4.33994 -4.26330 -4.18813
C35 -3.00848 -4.65135 -4.16193
C36 -2.12173 -4.03634 -3.28522
H1 -1.70789 -4.22325 2.63972
H2 0.26378 -5.09905 3.84168
H3 2.10757 -3.57586 4.50522
H4 1.95883 -1.17449 3.95905
H5 2.45536 0.62567 1.48867
H6 4.55446 1.59166 2.29309
H7 4.63002 2.75849 4.48828
H8 2.57763 2.91811 5.86061
H9 0.47245 1.90687 5.06792
H10 -2.16018 2.50616 2.34065
H11 -3.94384 3.27215 3.81248
H12 -4.34865 2.14850 5.99800
H13 -2.92408 0.23074 6.66796
H14 -1.11904 -0.54175 5.17854
H15 -3.99373 -1.68357 3.60750
H16 -6.12476 -2.97875 3.34534
H17 -6.42759 -4.38556 1.31649
H18 -4.69824 -4.46235 -0.40227
H19 1.26254 -1.90324 -0.43179
H20 2.84503 -3.40408 0.70159
H21 2.24082 -5.77988 1.09478
H22 0.01678 -6.61134 0.40076
H23 -1.62482 -5.05369 -0.62148
H24 -4.25095 -1.92007 -1.73616
H25 -5.82683 -2.96572 -3.33816
H26 -5.03105 -4.74126 -4.87291
H27 -2.65531 -5.42920 -4.82922
H28 -1.07870 -4.33232 -3.26940
C37 -3.82401 0.98772 -0.15548
C38 -3.43255 2.40008 0.16526
C39 -4.21138 3.39822 0.73048
C40 -3.34775 4.51202 0.91172
C41 -2.11049 4.11295 0.42301
C42 -0.84034 4.90795 0.36082
N1 -2.15197 2.82947 -0.03211
H29 -4.89451 0.83833 -0.00070
H30 -3.30456 0.26221 0.47943
H31 -3.59958 0.72715 -1.19637
H32 -5.25706 3.31834 0.99800
H33 -3.59080 5.48244 1.32579
H34 -0.99578 5.91057 0.76567
H35 -0.47487 5.01372 -0.66582
H36 -0.04060 4.43474 0.94088
S1 5.00274 -0.02042 -1.32489
C43 3.39017 0.29523 -1.17587
N2 2.24866 0.51836 -1.05664
O2 -0.46875 -0.30237 -3.28104
B1 -0.24620 -1.55772 -2.69198
O3 0.94786 -2.08788 -3.17909
C44 1.46299 -1.15230 -4.03525
C45 2.65304 -1.17692 -4.72478
C46 2.93387 -0.06995 -5.52352
C47 2.05470 1.00402 -5.61417
C48 0.85680 1.02376 -4.90064
C49 0.59460 -0.07400 -4.11572
H37 3.34368 -2.00144 -4.61868
H38 3.86895 -0.03649 -6.06761
H39 2.31456 1.85311 -6.23338
H40 0.17521 1.86245 -4.94008

=====

In the order shown, the computed energy relative to the best compared isomer or geometry (same formula, charge and spin) values come out to 14.30, 39.94, 45.54, 68.63, 66.59, 86.30, 0.00, 0.00 kcal/mol.